Here is a molecular structure, C38H24BrF5NO4P2S2SeTi from OMol25. Energies are from ωB97M-V with the def2-TZVPD basis set.

XYZ file:
```
79
Properties=species:S:1:pos:R:3:forces:R:3
Ti -0.1313 0.7433 -0.5236 -0.3 -0.4 -0.3
O 2.0812 -1.5471 2.1346 0.2 0.3 -0.1
C 1.2238 -0.7930 1.5471 -0.1 -0.3 -0.1
O 1.0631 -0.7316 0.3231 0.2 0.0 0.1
C 0.3979 0.1352 2.3705 -0.1 0.0 0.0
C 0.3498 0.2744 3.7464 0.1 0.0 -0.1
C -0.4397 1.2922 4.2610 -0.1 0.1 0.0
C -1.1248 2.1536 3.4074 0.0 0.0 0.1
C -1.0152 1.9407 2.0487 -0.1 -0.1 -0.1
N -0.2943 0.9342 1.5734 0.0 0.2 0.3
C -1.6462 2.7638 0.9408 0.0 0.1 0.0
O -2.3696 3.7063 1.2012 0.0 0.0 0.0
O -1.3164 2.3302 -0.2365 0.2 0.1 0.1
H 2.8981 -1.6652 1.4721 0.1 -0.1 0.1
H 0.9245 -0.3902 4.3751 0.0 0.0 0.0
H -0.5133 1.4266 5.3331 0.0 0.0 0.0
H -1.7306 2.9724 3.7685 0.0 0.0 0.0
S 0.2653 -0.0880 -2.8601 0.0 0.2 -0.1
P -1.4605 -1.0037 -2.3659 -0.5 0.1 -0.1
C -1.8299 -0.6379 -0.7676 0.8 -0.4 0.2
P -2.3817 -1.6569 0.4777 -0.5 0.3 -0.1
S -1.2273 -2.8985 1.5169 0.1 0.0 0.0
C -3.8397 -2.6098 -0.1460 0.0 0.0 0.0
C -4.0817 -3.9234 0.2383 0.0 0.0 0.0
C -5.1762 -4.6146 -0.2653 0.0 0.0 0.0
C -6.0419 -3.9966 -1.1572 0.0 0.0 0.0
C -5.8114 -2.6815 -1.5397 0.0 0.0 0.0
C -4.7170 -1.9942 -1.0353 0.0 0.0 0.0
C -3.2508 -0.5503 1.6664 0.0 0.0 0.0
C -3.8784 0.6004 1.1956 0.0 0.0 0.0
C -4.5854 1.4231 2.0615 0.0 0.0 0.0
C -4.6740 1.0991 3.4081 0.0 0.0 0.0
C -4.0444 -0.0429 3.8860 0.0 0.0 0.0
C -3.3343 -0.8631 3.0194 0.0 0.0 0.0
C -2.7997 -0.2838 -3.4141 0.0 0.0 -0.1
C -2.8941 1.1083 -3.4514 0.0 0.0 0.0
C -3.9602 1.7282 -4.0814 0.0 0.0 0.0
C -4.9554 0.9665 -4.6849 0.0 0.0 0.0
C -4.8737 -0.4165 -4.6499 0.0 0.0 0.0
C -3.8022 -1.0377 -4.0167 0.0 0.0 0.0
C -1.3677 -2.7215 -2.9861 0.1 0.0 0.1
C -1.2735 -3.7970 -2.1129 0.0 0.0 0.0
C -1.1485 -5.0903 -2.6083 0.0 0.0 0.0
C -1.1040 -5.3136 -3.9745 0.0 0.0 0.0
C -1.1662 -4.2372 -4.8531 0.0 0.0 0.0
C -1.2904 -2.9493 -4.3606 0.0 0.0 0.0
H -3.3880 -4.3948 0.9248 0.0 0.0 0.0
H -5.3490 -5.6419 0.0346 0.0 0.0 0.0
H -6.8903 -4.5396 -1.5578 0.0 0.0 0.0
H -6.4753 -2.1904 -2.2417 0.0 0.0 0.0
H -4.5268 -0.9729 -1.3427 0.0 0.0 0.0
H -3.7703 0.8631 0.1488 0.0 0.0 0.0
H -5.0330 2.3344 1.6866 0.0 0.0 0.0
H -5.2177 1.7461 4.0873 0.0 0.0 0.0
H -4.0969 -0.2915 4.9402 0.0 0.0 0.0
H -2.8220 -1.7476 3.3789 0.0 0.0 0.0
H -2.1278 1.7087 -2.9739 0.0 0.0 0.0
H -4.0154 2.8098 -4.0965 0.0 0.0 0.0
H -5.7910 1.4516 -5.1759 0.0 0.0 0.0
H -5.6470 -1.0207 -5.1107 0.0 0.0 0.0
H -3.7637 -2.1190 -3.9791 0.0 0.0 0.0
H -1.2690 -3.6339 -1.0419 0.0 0.0 0.0
H -1.0778 -5.9195 -1.9151 0.0 0.0 0.0
H -1.0073 -6.3224 -4.3587 0.0 0.0 0.0
H -1.1109 -4.4031 -5.9225 0.0 0.0 0.0
H -1.3198 -2.1089 -5.0445 0.0 0.0 0.0
F 0.4538 7.7498 -1.1828 0.0 0.0 0.0
C 0.8143 6.4728 -0.9601 0.0 0.0 0.0
C 1.5690 6.1395 0.1461 0.0 0.0 0.0
F 1.9465 7.1048 1.0056 0.0 0.0 0.0
C 1.9245 4.8209 0.3680 0.0 0.0 0.0
F 2.6438 4.5744 1.4741 0.0 0.0 0.0
C 1.5767 3.7841 -0.4946 0.2 0.1 0.0
Se 2.2618 2.0170 -0.2481 -0.3 0.3 -0.1
C 0.8049 4.1645 -1.5905 0.0 0.0 0.0
F 0.4028 3.2502 -2.4808 0.0 0.0 0.0
C 0.4249 5.4714 -1.8290 0.0 0.0 0.0
F -0.3200 5.7841 -2.9028 0.0 0.0 0.0
Br 4.5026 -1.3022 0.3849 0.1 -0.2 0.1
```
Positions in Å, forces in eV/Å.

Properties
energy relative to the best compared isomer or geometry (same formula, charge and spin): 59.5 kJ/mol
energy: -261824.0121 eV
2S+1: 2
largest force on an atom: 0.89 eV/A
orbital gap (spin up / spin down): 0.232 / 0.246 Eh
total charge: -2

Charges in e, computed with Mulliken, in the same order as the atoms: atom 1 (Ti): -0.11, atom 2 (O): -0.34, atom 3 (C): -0.30, atom 4 (O): -0.07, atom 5 (C): 0.52, atom 6 (C): -0.80, atom 7 (C): -0.63, atom 8 (C): -0.82, atom 9 (C): 0.50, atom 10 (N): 1.13, atom 11 (C): 0.19, atom 12 (O): -0.80, atom 13 (O): -0.59, atom 14 (H): 0.16, atom 15 (H): 0.61, atom 16 (H): 0.43, atom 17 (H): 0.61, atom 18 (S): -0.74, atom 19 (P): 1.93, atom 20 (C): -0.54, atom 21 (P): 1.43, atom 22 (S): -0.51, atom 23 (C): 0.83, atom 24 (C): -0.71, atom 25 (C): -0.66, atom 26 (C): -0.63, atom 27 (C): -0.81, atom 28 (C): -0.32, atom 29 (C): 0.29, atom 30 (C): 0.01, atom 31 (C): -0.45, atom 32 (C): -0.63, atom 33 (C): -0.65, atom 34 (C): -0.76, atom 35 (C): -0.03, atom 36 (C): -0.31, atom 37 (C): -0.72, atom 38 (C): -0.53, atom 39 (C): -0.69, atom 40 (C): -0.19, atom 41 (C): 0.46, atom 42 (C): -0.13, atom 43 (C): -0.76, atom 44 (C): -0.45, atom 45 (C): -0.71, atom 46 (C): -0.49, atom 47 (H): 0.39, atom 48 (H): 0.40, atom 49 (H): 0.38, atom 50 (H): 0.42, atom 51 (H): 0.45, atom 52 (H): 0.13, atom 53 (H): 0.38, atom 54 (H): 0.37, atom 55 (H): 0.42, atom 56 (H): 0.38, atom 57 (H): 0.16, atom 58 (H): 0.44, atom 59 (H): 0.36, atom 60 (H): 0.42, atom 61 (H): 0.45, atom 62 (H): 0.14, atom 63 (H): 0.43, atom 64 (H): 0.35, atom 65 (H): 0.38, atom 66 (H): 0.43, atom 67 (F): -0.34, atom 68 (C): 0.71, atom 69 (C): 0.17, atom 70 (F): -0.33, atom 71 (C): 0.48, atom 72 (F): -0.37, atom 73 (C): -0.23, atom 74 (Se): -0.31, atom 75 (C): 0.31, atom 76 (F): -0.42, atom 77 (C): 0.03, atom 78 (F): -0.35, atom 79 (Br): -0.82


Here is a molecular structure, C3H5P at a distorted geometry from OMol25. Energies are from ωB97M-V with the def2-TZVPD basis set.

XYZ file:
```
9
Properties=species:S:1:pos:R:3:forces:R:3
C 0.6862 1.1953 0.0824 -0.9 -3.6 -0.2
C -0.4535 0.3133 0.1679 -0.4 1.4 -1.4
C 0.1232 -1.0306 0.1072 3.1 -1.4 1.3
P 1.8654 -0.0608 -0.1504 -1.4 -0.2 0.4
H 0.6642 2.2065 0.3070 0.2 1.8 0.0
H -1.3831 0.5644 0.6077 -0.8 0.2 0.6
H -1.5667 0.2899 -1.5160 1.0 0.2 1.2
H 0.1750 -1.7265 1.0260 -0.2 1.7 -0.7
H -0.1107 -1.7516 -0.6318 -0.5 -0.1 -1.3
```
Positions in Å, forces in eV/Å.

Properties
energy relative to the best compared isomer or geometry (same formula, charge and spin): 316.2 kJ/mol
energy: -12475.3610 eV
2S+1: 1
largest force on an atom: 3.69 eV/A
orbital gap (spin up / spin down): 0.273 / 0.307 Eh
total charge: 0

Charges in e, computed with Mulliken, in the same order as the atoms: atom 1 (C): -0.30, atom 2 (C): -0.64, atom 3 (C): -0.46, atom 4 (P): -0.07, atom 5 (H): 0.43, atom 6 (H): 0.47, atom 7 (H): 0.03, atom 8 (H): 0.23, atom 9 (H): 0.31


Here is a molecular structure, C30H53IN2O7S3 from OMol25. Energies are from ωB97M-V with the def2-TZVPD basis set.

XYZ file:
```
96
Properties=species:S:1:pos:R:3:forces:R:3
C 4.9655 3.2215 1.5284 -0.2 -0.4 -0.1
C 4.3732 1.9793 0.8524 -0.1 0.2 -0.1
C 3.2483 2.3420 -0.1452 0.3 -0.2 0.0
C 3.3061 1.6242 -1.5098 -0.2 0.0 0.0
C 2.3040 0.4722 -1.6376 0.2 0.2 0.4
C 2.6896 -0.7330 -0.7515 -0.3 -0.2 -0.3
C 1.5224 -1.3254 0.0377 0.1 0.1 0.2
C 1.0257 -0.4306 1.1713 -0.2 0.0 -0.2
C -0.1188 -1.0723 1.9673 0.3 0.1 0.2
C -1.0152 -0.0295 2.6358 0.1 0.1 0.0
C -1.7933 0.8159 1.5969 0.0 -0.2 0.3
C -3.3247 0.7582 1.7608 0.2 -0.2 0.2
C -4.0810 0.4769 0.4448 0.3 0.1 -0.1
C -5.2501 -0.3747 0.7028 0.0 0.3 0.0
N -6.1608 -1.0395 0.9090 -0.1 -0.1 0.1
C -4.4885 1.7301 -0.4039 -0.2 -0.1 0.2
I -2.8192 2.3236 -1.6473 0.0 0.1 0.1
C -5.5310 1.3444 -1.3615 0.4 -0.1 0.2
N -6.3752 1.0315 -2.0699 -0.2 0.0 -0.2
C -5.0766 2.9109 0.4095 0.0 0.1 -0.5
C -4.1233 3.9516 0.9633 0.0 0.0 0.2
O -3.0455 3.7235 1.4366 0.0 0.1 0.0
H 5.5090 3.8187 0.7942 0.0 0.1 0.1
H 5.6400 2.9422 2.3411 0.1 0.1 0.0
H 4.1608 3.8302 1.9475 0.1 0.1 0.0
H 5.1585 1.4446 0.3144 0.0 -0.1 0.1
H 3.9777 1.3053 1.6182 0.1 -0.1 0.0
H 2.2832 2.1258 0.3211 0.0 0.2 0.0
H 3.2903 3.4220 -0.3136 -0.1 0.0 0.0
H 4.3068 1.2236 -1.6974 0.0 0.1 0.0
H 3.1143 2.3590 -2.2970 0.0 -0.1 0.0
H 2.2529 0.1661 -2.6772 -0.1 -0.1 0.0
H 1.3128 0.8511 -1.3572 0.0 0.0 0.0
H 3.0659 -1.5179 -1.4138 0.2 0.0 0.1
H 3.4993 -0.4737 -0.0671 0.0 0.0 0.0
H 0.6859 -1.5091 -0.6482 0.0 -0.1 0.0
H 1.8141 -2.2913 0.4640 0.0 0.0 -0.1
H 0.6874 0.5171 0.7379 0.0 0.0 0.1
H 1.8529 -0.1867 1.8461 0.0 0.0 0.0
H 0.3285 -1.7190 2.7286 -0.1 -0.1 0.0
H -0.7091 -1.7194 1.3085 -0.1 0.1 0.0
H -1.6988 -0.5066 3.3436 0.0 0.0 -0.1
H -0.3701 0.6235 3.2321 -0.1 0.0 0.0
H -1.4538 1.8483 1.6552 -0.1 0.0 -0.2
H -1.5294 0.4345 0.6070 0.0 0.1 0.0
H -3.5662 -0.0603 2.4425 0.0 0.0 -0.1
H -3.6857 1.6671 2.2404 -0.1 -0.1 -0.1
H -3.4090 -0.1164 -0.1819 -0.2 -0.1 0.0
H -5.6838 2.4948 1.2218 0.0 0.1 0.1
H -5.7672 3.4467 -0.2452 0.0 0.0 0.1
H -4.4990 4.9905 0.9152 -0.1 0.0 0.0
C 8.4229 -2.2913 2.2229 0.0 0.1 0.0
C 8.1257 -1.1940 3.2544 0.0 0.0 0.0
C 6.9563 -0.3628 2.7143 0.1 0.0 0.1
S 5.9947 -1.4730 1.6724 0.0 0.0 0.1
O 6.0724 -1.0105 0.3102 0.0 0.0 0.0
O 4.7196 -1.7390 2.2882 -0.1 0.0 -0.1
C 7.0719 -2.8927 1.8514 0.1 -0.1 0.0
H 9.0980 -3.0483 2.6194 0.0 0.0 0.0
H 8.8899 -1.8547 1.3376 0.0 0.0 0.0
H 7.8447 -1.6538 4.2039 0.0 0.0 0.0
H 8.9962 -0.5664 3.4393 0.0 0.0 0.0
H 6.3047 0.0168 3.4973 -0.1 0.0 -0.1
H 7.2909 0.4569 2.0810 0.0 0.0 -0.1
H 7.0703 -3.4486 0.9169 -0.1 0.0 0.0
H 6.6681 -3.5073 2.6557 0.0 0.0 0.0
C -8.8263 -1.7410 3.4983 0.0 0.0 0.0
C -9.0907 -2.1789 2.0528 -0.1 -0.1 0.0
C -10.0486 -3.3755 2.1074 0.1 0.1 -0.1
S -11.0203 -3.1733 3.6081 0.0 0.1 0.0
O -10.7109 -4.2517 4.5139 0.0 0.0 0.0
O -12.3903 -2.8727 3.2774 0.0 -0.1 0.0
C -10.1899 -1.6921 4.1795 0.1 0.1 0.0
H -8.3257 -0.7747 3.5404 0.0 0.0 0.0
H -8.1872 -2.4721 3.9983 0.0 0.0 0.0
H -9.5558 -1.3586 1.5024 0.0 0.0 0.0
H -8.1695 -2.4318 1.5374 0.0 0.0 0.0
H -10.7318 -3.4150 1.2628 0.0 0.0 0.0
H -9.5178 -4.3214 2.1976 0.0 0.0 0.1
H -10.1521 -1.7126 5.2661 -0.1 -0.1 0.0
H -10.7794 -0.8410 3.8391 0.0 0.0 0.0
C 3.5192 0.0253 -8.3104 0.0 0.0 0.0
C 3.1499 1.4947 -8.0633 0.0 0.0 0.0
C 2.3071 1.5448 -6.7837 0.0 0.1 -0.2
S 2.8371 0.1456 -5.7814 0.1 0.1 0.0
O 1.7361 -0.7739 -5.6493 0.0 0.0 0.1
O 3.5383 0.6172 -4.6147 0.0 0.0 -0.1
C 4.0033 -0.5153 -6.9695 0.1 0.0 -0.2
H 4.2844 -0.0769 -9.0784 0.0 0.0 0.0
H 2.6382 -0.5308 -8.6376 0.0 0.0 0.0
H 4.0602 2.0822 -7.9295 0.0 0.0 0.0
H 2.6054 1.9210 -8.9045 0.0 0.0 0.0
H 2.4611 2.4523 -6.2054 0.0 0.0 0.1
H 1.2463 1.4088 -6.9855 0.0 -0.1 0.0
H 3.9976 -1.6001 -6.8955 0.0 0.0 0.1
H 4.9865 -0.1250 -6.7077 0.0 0.0 0.0
```
Positions in Å, forces in eV/Å.

Properties
energy: -89886.5134 eV
2S+1: 1
largest force on an atom: 0.52 eV/A
orbital gap: 0.352 Eh
total charge: 0

Charges in e, computed with Mulliken, in the same order as the atoms: atom 1 (C): -1.59, atom 2 (C): 0.31, atom 3 (C): -0.53, atom 4 (C): -0.69, atom 5 (C): -0.14, atom 6 (C): 0.38, atom 7 (C): -1.34, atom 8 (C): 0.62, atom 9 (C): -1.10, atom 10 (C): -1.01, atom 11 (C): -0.45, atom 12 (C): -0.97, atom 13 (C): -0.11, atom 14 (C): -0.23, atom 15 (N): -0.46, atom 16 (C): 0.39, atom 17 (I): 0.26, atom 18 (C): 0.00, atom 19 (N): -0.46, atom 20 (C): -0.92, atom 21 (C): -0.07, atom 22 (O): -0.40, atom 23 (H): 0.39, atom 24 (H): 0.37, atom 25 (H): 0.39, atom 26 (H): 0.08, atom 27 (H): 0.02, atom 28 (H): 0.08, atom 29 (H): 0.51, atom 30 (H): 0.35, atom 31 (H): 0.30, atom 32 (H): -0.09, atom 33 (H): 0.18, atom 34 (H): 0.40, atom 35 (H): -0.49, atom 36 (H): 0.29, atom 37 (H): 0.40, atom 38 (H): -0.08, atom 39 (H): 0.18, atom 40 (H): 0.53, atom 41 (H): 0.35, atom 42 (H): 0.51, atom 43 (H): 0.36, atom 44 (H): 0.36, atom 45 (H): 0.24, atom 46 (H): 0.69, atom 47 (H): 0.39, atom 48 (H): 0.59, atom 49 (H): 0.44, atom 50 (H): 0.42, atom 51 (H): 0.38, atom 52 (C): -0.54, atom 53 (C): -0.69, atom 54 (C): -0.64, atom 55 (S): 1.32, atom 56 (O): -0.66, atom 57 (O): -0.71, atom 58 (C): -0.86, atom 59 (H): 0.36, atom 60 (H): 0.28, atom 61 (H): 0.30, atom 62 (H): 0.33, atom 63 (H): 0.40, atom 64 (H): 0.32, atom 65 (H): 0.39, atom 66 (H): 0.36, atom 67 (C): -0.58, atom 68 (C): -0.49, atom 69 (C): -0.70, atom 70 (S): 1.14, atom 71 (O): -0.65, atom 72 (O): -0.67, atom 73 (C): -0.71, atom 74 (H): 0.32, atom 75 (H): 0.30, atom 76 (H): 0.29, atom 77 (H): 0.28, atom 78 (H): 0.37, atom 79 (H): 0.37, atom 80 (H): 0.40, atom 81 (H): 0.35, atom 82 (C): -0.57, atom 83 (C): -0.63, atom 84 (C): -0.71, atom 85 (S): 1.25, atom 86 (O): -0.72, atom 87 (O): -0.62, atom 88 (C): -0.77, atom 89 (H): 0.34, atom 90 (H): 0.29, atom 91 (H): 0.30, atom 92 (H): 0.33, atom 93 (H): 0.35, atom 94 (H): 0.41, atom 95 (H): 0.40, atom 96 (H): 0.36


Here is C4H9N in the gas phase at a distorted geometry from OMol25. Energies are from ωB97M-V with the def2-TZVPD basis set.

XYZ file:
```
14
Properties=species:S:1:pos:R:3:forces:R:3
C 0.4738 -0.0753 1.0886 -0.3 -0.8 -1.0
C -0.1938 0.6774 0.0232 -1.0 0.0 -2.3
C -0.4469 -0.1364 -1.3680 1.4 0.4 0.3
C -1.5425 0.3705 -0.5211 -2.0 0.7 -0.3
H 2.4453 -0.5545 1.5204 -1.4 0.5 -2.7
H 1.8751 -1.1900 -0.0102 0.0 2.2 1.5
H -0.1639 -0.9638 1.2516 0.7 -0.1 0.4
H 0.4722 0.5680 1.9414 0.3 0.0 1.0
H 0.0809 1.7289 0.0805 0.2 -0.2 -1.0
H -0.1359 0.3912 -2.3143 -0.6 -0.8 1.2
H -0.3344 -1.2716 -1.3209 0.3 1.8 -0.2
H -2.2563 1.1276 -0.9377 1.1 -0.3 0.6
H -2.1340 -0.3831 -0.0388 -0.1 -0.4 0.4
N 1.8604 -0.2889 0.6054 1.4 -3.0 2.3
```
Positions in Å, forces in eV/Å.

Properties
energy relative to the best compared isomer or geometry (same formula, charge and spin): 164.9 kJ/mol
energy: -5782.1029 eV
2S+1: 1
largest force on an atom: 4.00 eV/A
orbital gap: 0.392 Eh
total charge: 0

Charges in e, computed with Mulliken, in the same order as the atoms: atom 1 (C): -0.67, atom 2 (C): -0.12, atom 3 (C): -0.48, atom 4 (C): -0.53, atom 5 (H): 0.25, atom 6 (H): 0.27, atom 7 (H): 0.23, atom 8 (H): 0.39, atom 9 (H): 0.34, atom 10 (H): 0.24, atom 11 (H): 0.23, atom 12 (H): 0.25, atom 13 (H): 0.22, atom 14 (N): -0.62


Here is C3H6N4S in the gas phase at a distorted geometry from OMol25. Energies are from ωB97M-V with the def2-TZVPD basis set.

XYZ file:
```
14
Properties=species:S:1:pos:R:3:forces:R:3
C 0.9007 0.6893 0.5549 -0.4 0.0 0.2
C -0.9982 -0.5696 0.2261 0.0 -0.4 0.2
C -3.8311 -0.3463 0.1014 -0.4 -0.6 0.5
H 2.2458 -1.3693 -0.2976 -0.3 -0.4 0.0
H 0.3512 1.5508 0.9616 0.0 -0.2 -0.1
H -1.5583 -1.5064 0.3364 0.2 0.3 -0.1
H -1.2590 1.2265 -0.8024 -0.8 -1.4 1.0
H -4.8862 -0.4330 -0.2150 0.7 0.1 0.2
H -3.4915 -0.8939 1.0150 -0.4 0.5 -0.7
N 2.1105 0.8985 0.2505 0.3 -0.2 -0.2
N 0.2440 -0.5521 0.5299 -0.2 0.4 -0.1
N -1.7481 0.4695 -0.2528 1.1 1.5 -1.0
N -3.0706 0.3747 -0.6068 -0.2 0.1 -0.1
S 3.0887 -0.3468 -0.3586 0.2 0.6 0.1
```
Positions in Å, forces in eV/Å.

Properties
energy relative to the best compared isomer or geometry (same formula, charge and spin): 283.7 kJ/mol
energy: -20001.3960 eV
2S+1: 1
largest force on an atom: 2.09 eV/A
orbital gap: 0.318 Eh
total charge: 0

Charges in e, computed with Mulliken, in the same order as the atoms: atom 1 (C): 0.02, atom 2 (C): 0.09, atom 3 (C): -0.31, atom 4 (H): 0.16, atom 5 (H): 0.45, atom 6 (H): 0.43, atom 7 (H): 0.31, atom 8 (H): 0.26, atom 9 (H): 0.31, atom 10 (N): -0.41, atom 11 (N): -0.59, atom 12 (N): 0.16, atom 13 (N): -0.75, atom 14 (S): -0.13